Record 1
{"formula": "C5H14N", "method": "ωB97M-V with the def2-TZVPD basis set", "symbols": ["C", "C", "C", "N", "H", "H", "H", "H", "H", "H", "H", "H", "C", "C", "H", "H", "H", "H", "H", "H"], "xyz": [[3.041123, -0.549729, 0.801019], [1.789067, 0.236164, 1.057933], [0.596415, -0.339054, 1.048462], [-0.600624, 0.513098, 1.303198], [2.808366, -1.611397, 0.842474], [3.484332, -0.306086, -0.161892], [3.775639, -0.336182, 1.576972], [1.867718, 1.303354, 1.236832], [0.334002, -1.382433, 0.975104], [-0.341243, 1.464545, 1.578215], [-1.171094, 0.570135, 0.459696], [-1.177284, 0.104760, 2.047806], [-2.243741, -0.508256, -1.282216], [-1.315022, 0.553878, -1.906140], [-2.945905, -0.025322, -0.595050], [-1.734095, -1.296468, -0.721846], [-2.843787, -1.000195, -2.041091], [-1.206578, 1.420242, -1.240044], [-0.321836, 0.218132, -2.191496], [-1.795459, 0.970805, -2.787938]], "atomic_forces_ev_per_a": [[-0.3, 0.0, 0.5], [0.0, -0.7, -0.4], [0.0, 0.8, 0.5], [0.1, -0.3, 0.3], [0.1, -0.1, -0.1], [0.0, 0.1, -0.1], [0.1, 0.0, 0.0], [0.0, 0.1, -0.1], [0.2, -0.1, -0.2], [0.0, -0.1, 0.0], [-0.2, 0.0, -0.2], [0.1, 0.2, -0.1], [0.2, 0.2, 0.1], [-0.4, 0.2, 0.2], [-0.1, -0.1, -0.1], [0.1, 0.0, -0.1], [0.0, -0.1, 0.0], [0.2, 0.0, -0.1], [0.0, -0.2, 0.0], [0.1, 0.0, -0.1]], "nbo_charge": [-0.65, -0.10, -0.10, -0.69, 0.23, 0.25, 0.25, 0.21, 0.24, 0.44, 0.46, 0.44, -0.64, -0.63, 0.20, 0.19, 0.25, 0.17, 0.22, 0.25], "total_charge": 1, "lumo_ev": -3.38, "orbital_gap_ev": 11.52}

=====

Record 2
{"formula": "C6H7BrIN", "method": "ωB97M-V with the def2-TZVPD basis set", "symbols": ["C", "C", "C", "C", "C", "C", "N", "Br", "I", "H", "H", "H", "H", "H", "H", "H"], "xyz": [[3.210285, -0.616489, -0.199478], [1.996015, -0.407032, -0.227303], [-0.297800, -1.801999, 0.357515], [1.072013, 0.725446, -0.265133], [-0.975591, -0.552192, 0.189157], [-0.298135, 0.456558, -0.743807], [-0.295694, -2.943118, 0.705355], [4.149555, -2.210600, -0.191859], [4.755948, 1.287821, 0.140050], [1.066171, 1.137758, 0.796694], [1.557115, 1.575571, -0.887964], [-1.954568, -0.641053, -0.121406], [-1.108918, -0.087961, 1.231360], [-1.205508, 1.255216, -0.861993], [-0.143214, 0.084491, -1.799948], [0.169975, -3.809376, 0.503499]], "atomic_forces_ev_per_a": [[3.1, 0.2, 0.4], [-4.4, -0.1, -0.4], [1.3, -1.7, 0.1], [2.2, 3.7, 1.2], [1.2, 1.7, 1.8], [-2.7, 0.2, -1.8], [-0.7, 1.3, -0.7], [0.4, -0.3, 0.0], [-0.8, -0.9, -0.3], [-0.2, -0.3, -1.0], [-0.7, -1.2, 0.8], [-2.2, -1.1, -0.8], [0.6, -0.5, -1.2], [2.9, -1.0, 0.5], [-0.7, -0.2, 1.1], [0.5, 0.1, 0.2]], "nbo_charge": [-0.20, -0.20, 0.61, -0.51, -0.57, -0.36, -0.56, 0.11, -0.23, 0.22, 0.25, 0.26, 0.27, 0.23, 0.23, 0.45], "total_charge": 0, "lumo_ev": [-0.97, -1.47], "orbital_gap_ev": [6.52, 5.68]}

=====

Record order is preserved below.
ΔE to the lowest compared entry with this formula, charge and spin: 1.0466 3.9556 eV
Record order is preserved below.
E_tot: -253.3798 -3159.0816 hartree